58
Properties=species:S:1:pos:R:3:mulliken_charge:R:1 method="wB97M-V/def2-TZVPD" relative_energy_kj_mol=174.9 total_charge=-1 largest_force_ev_per_a=2.35
C -2.77 0.00 7.14 -0.99
P -1.37 1.24 7.31 -0.03
O -0.07 0.23 7.90 -0.51
N -0.81 1.78 5.81 -0.63
C -1.53 1.22 4.67 -0.57
C -1.21 -0.27 4.36 -0.30
C 0.01 -0.50 3.44 -0.77
Cl -0.10 0.35 1.85 -0.18
H -3.61 0.25 7.80 0.39
H -3.20 -0.13 6.13 0.27
H -2.41 -1.00 7.46 0.24
H -0.14 0.25 8.84 0.26
H -2.64 1.31 4.75 0.29
H -1.27 1.82 3.78 0.29
H -0.96 -0.78 5.31 0.25
H -2.09 -0.80 3.94 0.29
H 0.93 -0.27 3.99 0.34
H 0.05 -1.57 3.22 0.33
C -1.27 2.66 -0.69 -1.29
C 0.05 2.36 -1.38 0.57
C 0.44 3.39 -2.44 -1.01
C -0.53 3.50 -3.62 -0.76
C -0.76 2.20 -4.39 -0.32
C 0.50 1.65 -5.04 -1.12
H -2.11 2.64 -1.39 0.31
H -1.47 1.91 0.08 0.35
H -1.25 3.64 -0.20 0.30
H 0.01 1.36 -1.82 -0.36
H 0.84 2.33 -0.62 0.41
H 1.44 3.15 -2.81 0.35
H 0.52 4.37 -1.96 0.40
H -0.15 4.26 -4.31 0.41
H -1.49 3.88 -3.26 0.30
H -1.51 2.39 -5.17 0.37
H -1.20 1.45 -3.73 0.22
H 0.93 2.37 -5.73 0.34
H 0.26 0.74 -5.60 0.36
H 1.25 1.39 -4.30 0.19
C 3.26 -3.91 -3.11 -1.23
C 1.89 -3.29 -3.39 -0.61
C 1.71 -1.91 -2.76 -0.29
C 1.77 -1.88 -1.23 -0.62
C 0.76 -2.79 -0.52 -0.38
C -0.69 -2.40 -0.80 -1.04
H 3.40 -4.08 -2.04 0.29
H 3.35 -4.87 -3.62 0.38
H 4.06 -3.26 -3.46 0.29
H 1.10 -3.97 -3.06 0.25
H 1.77 -3.18 -4.48 0.41
H 0.75 -1.49 -3.09 0.13
H 2.48 -1.23 -3.15 0.42
H 1.62 -0.85 -0.89 0.20
H 2.78 -2.16 -0.90 0.39
H 0.94 -2.72 0.56 0.25
H 0.93 -3.83 -0.79 0.32
H -0.88 -1.37 -0.50 0.11
H -1.37 -3.05 -0.24 0.37
H -0.93 -2.51 -1.86 0.33

63
Properties=species:S:1:pos:R:3:mulliken_charge:R:1 method="wB97M-V/def2-TZVPD" smiles=CCSCCOCCOCCB(O)O.CCOCC.CCOCC total_energy_ev=-41021.74915 largest_force_ev_per_a=0.96
C -6.03 1.95 0.57 -1.13
C -4.69 1.85 -0.17 -0.37
S -4.36 0.09 -0.41 -0.19
C -3.16 0.01 -1.77 -0.56
C -2.22 -1.14 -1.50 -0.50
O -1.03 -0.96 -2.24 -0.31
C -0.31 -2.16 -2.49 -0.63
C 1.17 -1.95 -2.24 -0.21
O 1.53 -2.63 -1.05 -0.41
C 2.67 -2.11 -0.41 -0.56
C 3.98 -2.16 -1.23 -0.58
B 4.50 -0.76 -1.72 0.56
O 3.68 0.12 -2.36 -0.52
O 5.79 -0.34 -1.45 -0.57
H -6.14 2.95 0.99 0.30
H -6.02 1.22 1.36 0.34
H -6.83 1.71 -0.11 0.32
H -4.76 2.38 -1.11 0.35
H -3.93 2.32 0.43 0.32
H -2.61 0.94 -1.90 0.40
H -3.72 -0.18 -2.67 0.30
H -1.99 -1.15 -0.44 0.27
H -2.73 -2.06 -1.77 0.33
H -0.63 -2.95 -1.82 0.39
H -0.47 -2.51 -3.51 0.24
H 1.36 -0.88 -2.18 0.26
H 1.75 -2.35 -3.07 0.25
H 2.81 -2.71 0.48 0.35
H 2.49 -1.09 -0.05 0.34
H 3.89 -2.85 -2.06 0.40
H 4.75 -2.55 -0.57 0.24
H 4.16 0.94 -2.54 0.29
H 6.40 -1.08 -1.59 0.27
C -9.61 6.36 2.86 -1.04
C -9.56 4.86 3.13 -0.34
O -8.25 4.31 3.09 -0.39
C -7.33 4.84 4.03 -0.31
C -7.74 4.65 5.48 -1.06
H -9.16 6.59 1.90 0.29
H -10.65 6.70 2.86 0.39
H -9.08 6.93 3.62 0.27
H -10.11 4.34 2.35 0.32
H -10.05 4.62 4.08 0.30
H -7.12 5.89 3.82 0.31
H -6.40 4.29 3.85 0.32
H -8.66 5.19 5.72 0.27
H -6.96 5.03 6.14 0.38
H -7.90 3.60 5.70 0.30
C 9.43 -3.03 -2.86 -1.04
C 9.29 -2.59 -1.41 -0.40
O 8.30 -3.29 -0.68 -0.38
C 8.48 -4.69 -0.57 -0.35
C 9.77 -5.10 0.12 -1.06
H 8.47 -2.93 -3.38 0.27
H 10.17 -2.41 -3.37 0.40
H 9.75 -4.06 -2.94 0.27
H 8.98 -1.54 -1.38 0.37
H 10.26 -2.64 -0.90 0.34
H 8.40 -5.17 -1.56 0.32
H 7.63 -5.04 0.01 0.32
H 10.65 -4.78 -0.43 0.27
H 9.82 -6.19 0.22 0.39
H 9.83 -4.66 1.12 0.30

97
Properties=species:S:1:pos:R:3:mulliken_charge:R:1 method="wB97M-V/def2-TZVPD" total_energy_ev=-109230.85484 largest_force_ev_per_a=5.63
N 0.23 1.68 -2.07 -0.46
P 1.57 1.40 -1.25 0.06
C 1.14 0.59 0.33 1.56
C 1.24 -0.71 0.65 -0.51
I 2.01 -2.32 -0.42 0.30
C 0.64 -0.83 2.04 0.46
O 0.35 -1.83 2.61 -0.56
O 0.44 0.43 2.52 -0.05
C 0.55 1.34 1.47 -0.59
O 0.18 2.46 1.56 -0.34
H 0.13 2.68 -2.18 0.19
H 2.45 0.56 -1.95 -0.01
H 2.22 2.60 -0.93 0.00
C -3.06 -0.19 -3.40 -0.86
N -1.71 -0.72 -3.74 0.77
O -0.99 -1.05 -2.83 -0.24
O -1.42 -0.77 -4.92 -0.56
H -3.17 -0.20 -2.32 0.25
H -3.12 0.82 -3.79 0.33
H -3.79 -0.83 -3.88 0.32
C 1.21 5.66 1.72 -0.60
N 2.21 5.06 0.80 1.01
O 3.32 4.82 1.24 -0.55
O 1.84 4.83 -0.33 -0.54
H 1.67 5.80 2.69 0.30
H 0.90 6.60 1.29 0.31
H 0.37 4.96 1.78 0.08
C 1.59 -1.98 -4.85 -0.68
N 2.40 -0.90 -4.23 0.92
O 2.07 0.25 -4.39 -0.46
O 3.33 -1.27 -3.54 -0.54
H 0.77 -1.53 -5.40 0.23
H 2.24 -2.55 -5.50 0.32
H 1.22 -2.58 -4.03 0.23
C -2.68 3.87 1.48 -0.33
N -3.55 4.05 0.29 1.00
O -4.75 4.01 0.46 -0.59
O -3.00 4.23 -0.78 -0.56
H -3.31 3.72 2.34 0.31
H -2.05 3.00 1.30 0.02
H -2.07 4.76 1.58 0.13
C -4.96 6.45 3.70 -0.69
N -3.61 7.07 3.58 0.86
O -3.52 8.27 3.74 -0.52
O -2.68 6.33 3.34 -0.51
H -5.68 7.23 3.91 0.32
H -5.17 5.96 2.75 0.26
H -4.91 5.72 4.50 0.28
C -2.46 -4.33 -2.92 -0.83
N -1.08 -4.85 -2.77 1.02
O -0.18 -4.24 -3.30 -0.61
O -0.94 -5.86 -2.12 -0.58
H -2.42 -3.43 -3.53 0.22
H -3.05 -5.10 -3.40 0.32
H -2.83 -4.12 -1.92 0.32
C 5.82 2.73 2.50 -0.79
N 4.86 1.92 1.70 0.95
O 3.81 1.60 2.23 -0.50
O 5.18 1.65 0.57 -0.54
H 5.39 2.89 3.48 0.31
H 6.74 2.16 2.55 0.31
H 5.97 3.66 1.97 0.27
C -2.24 -2.56 1.14 -0.60
N -2.93 -2.98 -0.11 0.87
O -3.85 -2.29 -0.50 -0.53
O -2.52 -3.96 -0.70 -0.43
H -2.70 -1.65 1.49 0.36
H -2.34 -3.36 1.87 0.32
H -1.19 -2.40 0.90 -0.02
C 0.45 0.63 5.59 -0.68
N 0.25 1.16 6.97 0.91
O 1.17 1.78 7.48 -0.54
O -0.82 0.95 7.49 -0.54
H 1.45 0.90 5.26 0.30
H 0.33 -0.45 5.64 0.30
H -0.31 1.07 4.96 0.26
C 2.00 3.05 -6.02 -0.36
N 2.84 3.29 -7.23 0.91
O 3.38 2.34 -7.75 -0.53
O 2.92 4.44 -7.63 -0.57
H 2.03 2.00 -5.79 0.06
H 2.43 3.65 -5.22 0.24
H 1.00 3.39 -6.25 0.29
C -1.44 -6.93 -0.34 -0.66
N -1.79 -7.85 0.77 1.00
O -2.41 -8.86 0.51 -0.57
O -1.42 -7.52 1.88 -0.60
H -1.82 -7.34 -1.27 0.39
H -1.90 -5.97 -0.13 0.19
H -0.36 -6.84 -0.37 0.34
C 1.78 -7.21 2.72 -0.58
N 2.80 -6.93 1.67 0.91
O 3.44 -7.85 1.23 -0.54
O 2.92 -5.77 1.33 -0.52
H 1.79 -8.28 2.92 0.29
H 2.06 -6.64 3.61 0.28
H 0.81 -6.89 2.35 0.16

77
Properties=species:S:1:pos:R:3:mulliken_charge:R:1 method="wB97M-V/def2-TZVPD" total_charge=-1 total_energy_ev=-76481.75305 largest_force_ev_per_a=6.28
C -3.19 -3.61 -0.61 -0.76
C -1.74 -3.07 0.00 0.12
C -0.70 -4.33 0.15 -0.35
C 0.40 -4.47 -1.04 -0.64
C 0.06 -3.66 -2.42 -0.43
C 0.90 -2.25 -2.37 -0.35
C 0.65 -1.28 -3.69 -0.64
S 1.75 0.27 -3.63 1.04
O 2.54 0.26 -2.29 -0.64
O 2.84 0.17 -4.77 -0.75
N 0.88 1.75 -3.95 -0.58
S -0.20 2.18 -2.64 1.10
O -1.52 1.34 -2.73 -0.65
O -0.65 3.67 -2.91 -0.69
O 0.51 2.18 -1.09 -0.29
C -0.23 1.32 -0.15 0.34
C 0.37 1.58 1.37 -0.56
N 1.84 1.99 1.27 -0.12
C 2.21 2.84 2.48 -0.69
C 3.70 3.56 2.33 0.33
C 3.73 4.64 1.08 -0.88
O 4.75 2.51 2.23 -0.59
H -3.13 -3.97 -1.72 0.08
H -3.54 -4.52 0.08 0.19
H -3.94 -2.70 -0.50 0.32
H -1.32 -2.13 -0.55 0.14
H -2.00 -2.72 1.11 0.16
H -1.25 -5.36 0.34 0.27
H -0.08 -4.13 1.16 0.01
H 0.52 -5.64 -1.25 0.28
H 1.47 -4.14 -0.62 0.33
H -1.08 -3.55 -2.67 0.08
H 0.53 -4.29 -3.33 0.41
H 0.65 -1.67 -1.36 0.01
H 2.05 -2.55 -2.31 0.28
H 1.02 -1.90 -4.63 0.37
H -0.48 -1.02 -3.89 0.31
H -1.37 1.61 -0.12 0.30
H -0.02 0.21 -0.44 -0.24
H 0.22 0.58 1.99 0.12
H -0.28 2.45 1.85 0.39
H 2.43 1.11 1.23 0.19
H 2.24 2.15 3.44 0.25
H 1.42 3.69 2.71 0.32
H 3.91 4.16 3.34 0.15
H 4.82 4.71 0.63 0.25
H 2.97 4.30 0.24 0.22
H 3.36 5.69 1.50 0.24
H 4.72 2.13 1.29 0.35
C -3.31 4.50 -2.38 -0.51
N -4.46 4.89 -1.52 0.87
O -4.87 4.07 -0.70 -0.53
O -4.93 6.03 -1.70 -0.57
H -3.01 3.48 -2.11 0.19
H -3.64 4.54 -3.42 0.24
H -2.50 5.20 -2.19 0.28
C -6.43 -6.12 -2.38 -0.75
N -4.96 -5.91 -2.51 0.86
O -4.22 -6.85 -2.21 -0.52
O -4.59 -4.80 -2.91 -0.49
H -6.60 -7.14 -2.02 0.31
H -6.80 -5.39 -1.66 0.29
H -6.87 -5.97 -3.37 0.28
C -1.43 -4.05 4.87 -0.83
N -1.30 -3.66 3.44 0.75
O -2.14 -4.12 2.66 -0.44
O -0.37 -2.91 3.15 -0.44
H -2.29 -4.71 4.99 0.31
H -0.51 -4.56 5.16 0.30
H -1.58 -3.13 5.45 0.30
C 6.87 6.62 3.58 -0.73
N 5.56 6.68 4.28 0.84
O 4.65 7.30 3.73 -0.49
O 5.49 6.10 5.37 -0.51
H 6.79 7.17 2.64 0.31
H 7.62 7.08 4.23 0.29
H 7.10 5.57 3.39 0.29

What did the third record say?
97
Properties=species:S:1:pos:R:3:mulliken_charge:R:1 method="wB97M-V/def2-TZVPD" total_energy_ev=-109230.85484 largest_force_ev_per_a=5.63
N 0.23 1.68 -2.07 -0.46
P 1.57 1.40 -1.25 0.06
C 1.14 0.59 0.33 1.56
C 1.24 -0.71 0.65 -0.51
I 2.01 -2.32 -0.42 0.30
C 0.64 -0.83 2.04 0.46
O 0.35 -1.83 2.61 -0.56
O 0.44 0.43 2.52 -0.05
C 0.55 1.34 1.47 -0.59
O 0.18 2.46 1.56 -0.34
H 0.13 2.68 -2.18 0.19
H 2.45 0.56 -1.95 -0.01
H 2.22 2.60 -0.93 0.00
C -3.06 -0.19 -3.40 -0.86
N -1.71 -0.72 -3.74 0.77
O -0.99 -1.05 -2.83 -0.24
O -1.42 -0.77 -4.92 -0.56
H -3.17 -0.20 -2.32 0.25
H -3.12 0.82 -3.79 0.33
H -3.79 -0.83 -3.88 0.32
C 1.21 5.66 1.72 -0.60
N 2.21 5.06 0.80 1.01
O 3.32 4.82 1.24 -0.55
O 1.84 4.83 -0.33 -0.54
H 1.67 5.80 2.69 0.30
H 0.90 6.60 1.29 0.31
H 0.37 4.96 1.78 0.08
C 1.59 -1.98 -4.85 -0.68
N 2.40 -0.90 -4.23 0.92
O 2.07 0.25 -4.39 -0.46
O 3.33 -1.27 -3.54 -0.54
H 0.77 -1.53 -5.40 0.23
H 2.24 -2.55 -5.50 0.32
H 1.22 -2.58 -4.03 0.23
C -2.68 3.87 1.48 -0.33
N -3.55 4.05 0.29 1.00
O -4.75 4.01 0.46 -0.59
O -3.00 4.23 -0.78 -0.56
H -3.31 3.72 2.34 0.31
H -2.05 3.00 1.30 0.02
H -2.07 4.76 1.58 0.13
C -4.96 6.45 3.70 -0.69
N -3.61 7.07 3.58 0.86
O -3.52 8.27 3.74 -0.52
O -2.68 6.33 3.34 -0.51
H -5.68 7.23 3.91 0.32
H -5.17 5.96 2.75 0.26
H -4.91 5.72 4.50 0.28
C -2.46 -4.33 -2.92 -0.83
N -1.08 -4.85 -2.77 1.02
O -0.18 -4.24 -3.30 -0.61
O -0.94 -5.86 -2.12 -0.58
H -2.42 -3.43 -3.53 0.22
H -3.05 -5.10 -3.40 0.32
H -2.83 -4.12 -1.92 0.32
C 5.82 2.73 2.50 -0.79
N 4.86 1.92 1.70 0.95
O 3.81 1.60 2.23 -0.50
O 5.18 1.65 0.57 -0.54
H 5.39 2.89 3.48 0.31
H 6.74 2.16 2.55 0.31
H 5.97 3.66 1.97 0.27
C -2.24 -2.56 1.14 -0.60
N -2.93 -2.98 -0.11 0.87
O -3.85 -2.29 -0.50 -0.53
O -2.52 -3.96 -0.70 -0.43
H -2.70 -1.65 1.49 0.36
H -2.34 -3.36 1.87 0.32
H -1.19 -2.40 0.90 -0.02
C 0.45 0.63 5.59 -0.68
N 0.25 1.16 6.97 0.91
O 1.17 1.78 7.48 -0.54
O -0.82 0.95 7.49 -0.54
H 1.45 0.90 5.26 0.30
H 0.33 -0.45 5.64 0.30
H -0.31 1.07 4.96 0.26
C 2.00 3.05 -6.02 -0.36
N 2.84 3.29 -7.23 0.91
O 3.38 2.34 -7.75 -0.53
O 2.92 4.44 -7.63 -0.57
H 2.03 2.00 -5.79 0.06
H 2.43 3.65 -5.22 0.24
H 1.00 3.39 -6.25 0.29
C -1.44 -6.93 -0.34 -0.66
N -1.79 -7.85 0.77 1.00
O -2.41 -8.86 0.51 -0.57
O -1.42 -7.52 1.88 -0.60
H -1.82 -7.34 -1.27 0.39
H -1.90 -5.97 -0.13 0.19
H -0.36 -6.84 -0.37 0.34
C 1.78 -7.21 2.72 -0.58
N 2.80 -6.93 1.67 0.91
O 3.44 -7.85 1.23 -0.54
O 2.92 -5.77 1.33 -0.52
H 1.79 -8.28 2.92 0.29
H 2.06 -6.64 3.61 0.28
H 0.81 -6.89 2.35 0.16